1.
Entry from the OMol25 dataset: C40H37N2O3P2PtSSbTe as an isolated structure (the ωB97M-V functional and the def2-TZVPD basis).

XYZ file:
```
88
Properties=species:S:1:pos:R:3:forces:R:3
Pt -0.319 -0.682 0.176 0.0 -0.5 0.6
Te 0.623 3.908 -0.071 -0.1 0.1 0.2
C -1.111 3.496 -1.238 0.0 0.1 -0.1
C -1.275 2.298 -1.920 0.0 -0.1 0.0
C -2.469 2.051 -2.578 0.0 0.0 0.0
N -3.487 2.908 -2.614 0.0 0.0 0.0
C -3.316 4.063 -1.978 0.0 0.0 0.0
C -2.163 4.400 -1.280 0.0 0.0 0.0
C 0.696 2.109 0.937 0.1 -0.6 -0.3
P -0.692 1.125 1.415 0.1 0.6 0.0
C -0.494 0.516 3.139 -0.3 0.2 0.0
C 0.094 -0.723 3.388 0.0 0.0 0.0
C 0.339 -1.138 4.690 0.0 0.0 0.0
C -0.010 -0.327 5.757 0.0 0.0 0.0
C -0.612 0.902 5.520 0.0 0.0 0.0
C -0.856 1.318 4.221 0.0 0.0 0.0
C -2.209 2.114 1.458 0.0 -0.1 0.0
C -3.415 1.621 0.982 0.0 0.0 -0.2
C -4.566 2.394 1.032 0.0 0.0 0.0
C -4.514 3.669 1.574 0.0 0.0 0.0
C -3.313 4.168 2.060 0.0 0.0 0.0
C -2.162 3.400 1.998 0.0 -0.1 0.1
P 1.552 0.703 0.260 -0.2 0.1 -0.3
C 2.880 0.104 1.326 0.0 0.1 0.1
C 3.156 0.738 2.533 0.0 -0.1 0.0
C 4.153 0.234 3.357 0.0 0.0 0.0
C 4.860 -0.901 2.982 0.0 0.0 0.0
C 4.583 -1.534 1.775 0.0 0.0 0.0
C 3.597 -1.028 0.948 0.0 0.0 -0.1
C 2.414 1.083 -1.287 0.0 0.0 0.1
C 3.621 1.779 -1.205 0.0 0.0 0.0
C 4.278 2.168 -2.359 0.0 0.0 0.0
C 3.743 1.857 -3.603 0.0 0.0 0.0
C 2.552 1.156 -3.690 0.0 0.0 0.0
C 1.890 0.772 -2.533 0.0 0.0 0.0
H -0.495 1.550 -1.922 0.0 0.0 0.0
H -2.615 1.114 -3.107 0.0 0.0 0.0
H -4.151 4.754 -2.011 0.0 0.0 0.0
H -2.112 5.342 -0.749 0.0 0.0 0.0
H 0.383 -1.369 2.568 0.0 0.0 0.0
H 0.811 -2.096 4.862 0.0 0.0 0.0
H 0.183 -0.649 6.772 0.0 0.0 0.0
H -0.898 1.536 6.349 0.0 0.0 0.0
H -1.329 2.276 4.056 0.0 0.0 0.0
H -3.442 0.638 0.532 0.0 0.0 0.0
H -5.496 2.006 0.638 0.0 0.0 0.0
H -5.407 4.278 1.612 0.0 0.0 0.0
H -3.269 5.165 2.480 0.0 0.0 0.0
H -1.227 3.798 2.371 0.0 0.0 0.0
H 2.577 1.610 2.816 0.0 0.0 0.0
H 4.372 0.723 4.297 0.0 0.0 0.0
H 5.629 -1.296 3.633 0.0 0.0 0.0
H 5.118 -2.425 1.472 0.0 0.0 0.0
H 3.398 -1.522 0.005 0.0 0.0 0.0
H 4.047 2.008 -0.236 0.0 0.0 0.0
H 5.211 2.711 -2.288 0.0 0.0 0.0
H 4.262 2.158 -4.504 0.0 0.0 0.0
H 2.138 0.902 -4.657 0.0 0.0 0.0
H 0.959 0.228 -2.600 0.0 -0.1 0.0
C -3.868 -1.813 -1.518 0.0 0.0 0.0
Sb -2.582 -2.048 0.157 0.1 0.0 0.2
C -4.036 -1.986 1.712 0.0 0.0 0.0
C -2.220 -4.132 0.151 -0.1 0.0 -0.1
H -4.607 -2.611 -1.518 0.0 0.0 0.0
H -3.295 -1.850 -2.443 0.0 0.0 0.0
H -4.370 -0.849 -1.451 0.0 0.0 0.0
H -4.816 -2.709 1.476 0.0 0.0 0.0
H -4.485 -1.001 1.805 0.0 0.1 0.0
H -3.570 -2.251 2.659 0.0 0.0 0.0
H -3.167 -4.667 0.203 0.0 0.0 0.0
H -1.595 -4.381 1.005 0.0 0.0 0.0
H -1.686 -4.404 -0.755 0.0 0.0 0.0
O 4.553 -3.581 -1.665 -0.1 0.0 0.0
S 3.283 -4.240 -1.804 0.1 0.0 0.0
O 3.264 -5.658 -2.019 0.0 0.0 0.0
N 2.308 -3.823 -0.556 0.0 0.0 0.0
C 1.295 -3.116 -0.966 0.1 0.0 0.0
O 0.394 -2.664 -0.185 0.0 0.1 -0.3
C 1.231 -2.873 -2.445 0.0 0.0 0.0
C 0.265 -2.213 -3.180 -0.1 0.0 0.0
C 0.441 -2.110 -4.555 0.0 0.0 0.0
C 1.561 -2.661 -5.171 0.0 0.0 0.0
C 2.522 -3.343 -4.432 0.0 0.0 0.0
C 2.323 -3.438 -3.071 0.0 0.1 0.1
H -0.607 -1.789 -2.692 0.0 0.0 0.0
H -0.297 -1.594 -5.156 0.0 0.0 0.0
H 1.679 -2.566 -6.243 0.0 0.0 0.0
H 3.386 -3.788 -4.905 0.0 0.0 0.0
```
Forces are in eV/Å.

Relative energy (zero: lowest compared OMol25 entry of this formula, charge and spin): 100.0 kJ/mol
Maximum force: 0.75 eV/Å

2.
Entry from the OMol25 dataset: C40H45BaFN3O7S2 as an isolated structure (the ωB97M-V functional and the def2-TZVPD basis).

XYZ file:
```
99
Properties=species:S:1:pos:R:3:forces:R:3
Ba 0.213 -2.070 -0.754 3.7 -1.5 0.3
C 2.253 -2.700 -3.961 -0.2 -0.1 -0.1
C 2.953 -1.821 -2.946 0.1 -0.3 0.3
O 2.849 -2.351 -1.622 0.3 0.1 -0.1
C 3.482 -3.602 -1.406 0.0 0.1 -0.2
C 3.187 -4.059 0.005 -0.3 -0.1 0.1
O 1.785 -4.134 0.286 0.2 -0.3 0.0
C 1.140 -5.407 0.186 0.3 0.2 0.2
C 0.706 -5.734 -1.217 -0.2 0.0 -0.3
O -0.176 -4.706 -1.642 -0.1 -0.3 -0.1
C -0.601 -4.782 -3.007 0.1 -0.1 0.4
C 0.490 -4.310 -3.937 0.2 0.2 -0.1
O 0.990 -3.076 -3.434 0.0 -0.1 -0.1
H 2.832 -3.602 -4.180 0.1 0.0 0.0
H 2.144 -2.146 -4.898 0.0 0.0 0.0
H 2.494 -0.833 -2.910 -0.1 0.0 0.1
H 4.004 -1.712 -3.229 0.0 0.1 0.0
H 4.568 -3.501 -1.522 0.0 0.0 0.0
H 3.131 -4.338 -2.135 0.0 0.0 0.0
H 3.602 -3.342 0.712 0.0 0.0 0.0
H 3.658 -5.030 0.182 0.0 0.0 0.0
H 0.261 -5.350 0.829 0.0 0.1 0.0
H 1.789 -6.193 0.582 0.0 0.0 0.0
H 0.188 -6.700 -1.218 0.0 0.0 0.0
H 1.563 -5.815 -1.893 0.0 0.0 0.0
H -1.480 -4.147 -3.077 0.0 0.1 0.1
H -0.901 -5.804 -3.256 0.0 0.0 0.0
H 0.070 -4.191 -4.941 0.0 0.0 -0.1
H 1.321 -5.021 -4.006 0.0 -0.1 0.0
S 1.685 -1.597 2.133 0.2 0.1 0.3
C 1.606 -0.048 2.739 -0.7 0.4 -0.6
N 2.269 0.419 3.779 0.4 0.1 0.5
C 1.907 1.712 4.383 0.2 -0.3 -0.1
C 0.414 1.835 4.330 -0.2 0.1 -0.3
N 0.008 1.771 2.919 -0.3 0.4 0.2
C -1.050 2.712 2.508 0.1 -0.2 0.1
C -0.590 4.145 2.577 0.0 0.0 0.0
C -1.159 5.019 3.495 0.0 0.1 0.0
C -0.727 6.339 3.580 0.0 -0.1 0.0
C 0.285 6.788 2.745 0.0 -0.1 0.0
C 0.861 5.917 1.824 0.0 0.0 0.0
C 0.427 4.603 1.738 0.0 0.0 0.0
C 0.645 0.981 2.068 0.6 -0.8 0.3
S 0.508 0.989 0.422 0.0 0.3 0.0
C 3.331 -0.336 4.472 -0.1 0.1 -0.2
C 2.900 -0.794 5.841 -0.1 0.0 0.0
C 1.878 -1.734 5.975 0.0 0.0 0.0
C 1.470 -2.142 7.235 0.0 0.0 0.0
C 2.080 -1.620 8.372 0.0 0.0 -0.1
C 3.098 -0.686 8.245 0.0 0.0 -0.1
C 3.503 -0.274 6.979 0.0 0.0 0.1
H 2.393 2.533 3.850 0.0 0.0 0.0
H 2.258 1.701 5.413 0.0 0.0 0.0
H 0.095 2.800 4.720 0.0 0.0 0.0
H -0.066 1.042 4.908 0.0 0.0 0.0
H -1.888 2.557 3.190 0.0 0.0 0.0
H -1.362 2.424 1.509 0.0 0.0 -0.1
H -1.954 4.669 4.146 0.0 0.0 0.0
H -1.180 7.012 4.296 0.0 0.0 0.0
H 0.624 7.814 2.807 0.0 0.0 0.0
H 1.647 6.267 1.166 0.0 0.0 0.0
H 0.868 3.926 1.013 0.0 0.0 0.0
H 4.189 0.335 4.550 0.0 0.0 0.0
H 3.600 -1.169 3.830 0.0 -0.1 0.0
H 1.411 -2.145 5.085 0.0 0.0 0.0
H 0.680 -2.876 7.333 0.0 0.0 0.0
H 1.764 -1.945 9.355 0.0 0.0 0.0
H 3.577 -0.279 9.126 0.0 0.0 0.0
H 4.303 0.453 6.879 0.0 0.0 0.0
C -6.142 0.666 -3.893 -0.2 0.0 0.1
C -4.952 1.405 -4.467 0.5 -0.2 0.1
C -5.144 2.909 -4.441 -0.1 0.1 0.2
C -4.010 3.591 -5.179 0.1 0.0 -0.1
C -2.675 3.137 -4.648 0.0 -0.1 0.0
C -1.553 3.913 -4.803 0.0 0.1 -0.1
C -0.324 3.492 -4.297 0.0 0.2 -0.1
F 0.737 4.297 -4.480 0.0 0.0 0.0
C -0.179 2.321 -3.626 0.0 -0.1 0.1
C -1.314 1.515 -3.445 0.2 -0.1 0.0
C -1.172 0.266 -2.709 0.2 -0.2 0.2
O -0.038 -0.161 -2.372 -0.4 0.6 -0.5
C -2.383 -0.428 -2.411 -0.2 0.3 -0.2
C -3.542 -0.021 -3.008 0.0 0.0 0.1
N -3.669 1.085 -3.758 0.1 0.3 -0.2
C -2.550 1.911 -3.954 -0.6 -0.1 0.0
C -2.382 -1.631 -1.504 -0.3 0.0 0.5
O -2.761 -2.722 -1.928 0.0 0.2 0.0
O -1.830 -1.444 -0.348 -3.6 1.0 -0.4
H -7.030 1.019 -4.419 0.0 0.0 0.0
H -6.274 0.876 -2.829 0.0 0.0 0.0
H -6.097 -0.413 -4.033 0.0 0.0 0.0
H -4.811 1.096 -5.507 0.0 0.0 0.0
H -5.190 3.238 -3.397 0.0 0.0 0.0
H -6.103 3.149 -4.902 0.0 0.0 0.0
H -4.075 4.677 -5.106 0.0 0.0 0.0
H -4.081 3.345 -6.243 0.0 0.0 0.0
H -1.613 4.867 -5.314 0.0 0.0 0.0
H 0.773 2.005 -3.225 0.0 0.0 0.0
H -4.440 -0.605 -2.882 0.1 0.0 0.1
```
Forces are in eV/Å.

Maximum force: 4.01 eV/Å
Total charge: +1

3.
Entry from the OMol25 dataset: C17H52GaO22P6 as an isolated structure (the ωB97M-V functional and the def2-TZVPD basis).

XYZ file:
```
98
Properties=species:S:1:pos:R:3:forces:R:3
C 1.588 0.169 -0.107 -0.9 -0.1 -0.8
C 1.098 -0.728 -1.000 0.7 -1.8 1.0
Ga 2.345 -1.585 -2.353 1.0 -0.1 0.4
P 1.965 -3.944 -2.142 -1.9 0.4 0.4
O 2.164 -4.857 -3.569 0.8 -0.2 0.1
O 2.992 -4.660 -1.017 0.7 0.0 -0.4
H 2.364 -0.132 0.594 1.2 0.8 -1.0
H 1.220 1.198 -0.124 -0.8 -0.3 1.4
H 0.051 -1.033 -1.050 -0.4 1.7 -1.2
H 3.851 -1.102 -2.027 0.0 -0.1 0.0
H 1.937 -1.058 -3.802 -0.2 -0.2 0.0
H 1.445 -4.566 -4.139 0.0 0.0 0.1
H 2.451 -4.734 -0.228 -0.1 -0.2 -0.1
C 0.578 4.931 -3.577 0.2 0.1 -0.1
O -0.358 4.203 -4.397 -0.7 0.9 1.9
P -0.790 2.755 -3.860 0.1 -3.1 -3.5
O 0.380 1.903 -3.690 0.3 0.6 0.8
O -1.679 2.408 -5.177 -0.2 0.3 0.2
C -1.605 3.069 -6.426 0.1 -0.2 -0.1
O -1.917 2.302 -2.842 0.1 1.5 0.7
C -3.313 2.496 -3.076 -0.1 0.0 0.2
H 0.722 5.903 -4.044 -0.1 0.0 0.0
H 0.192 5.074 -2.568 0.0 0.0 0.0
H 1.526 4.398 -3.537 0.0 -0.1 0.0
H -0.652 2.866 -6.916 0.0 0.1 0.0
H -1.750 4.144 -6.322 0.1 0.0 0.0
H -2.409 2.667 -7.043 0.0 -0.1 0.0
H -3.661 1.795 -3.830 0.1 0.0 -0.1
H -3.535 3.517 -3.386 0.0 0.0 0.0
H -3.819 2.288 -2.137 0.1 0.0 0.0
C 2.972 3.389 5.366 0.2 0.2 -0.1
O 1.625 3.708 4.977 0.5 -2.2 2.0
P 0.828 2.598 4.093 -2.4 3.9 -4.8
O 1.584 2.485 2.838 0.9 -0.9 0.7
O -0.447 3.608 3.976 -0.2 -0.3 0.5
C -0.513 4.972 4.366 -0.1 0.1 -0.2
O -0.136 1.321 4.107 1.1 -0.5 2.0
C -1.407 1.296 4.768 -0.1 -0.2 0.1
H 3.329 4.205 5.989 -0.1 0.0 0.0
H 3.013 2.463 5.940 0.0 0.0 0.0
H 3.602 3.301 4.481 -0.1 -0.1 0.0
H 0.116 5.586 3.721 0.1 0.0 0.1
H -0.225 5.104 5.408 0.1 0.0 0.0
H -1.547 5.292 4.247 0.0 -0.1 -0.1
H -2.127 1.879 4.201 0.1 0.1 0.0
H -1.344 1.672 5.788 0.0 0.0 0.0
H -1.726 0.256 4.789 0.1 0.0 0.0
C -2.716 -10.659 -3.439 -0.2 -0.1 0.0
O -2.371 -9.634 -4.384 1.4 -0.7 1.0
P -1.996 -8.199 -3.780 -1.8 3.0 -1.8
O -3.109 -7.678 -2.985 0.1 -0.6 0.6
O -1.816 -7.462 -5.198 0.2 -0.3 0.0
C -2.318 -7.920 -6.441 -0.1 0.2 -0.1
O -0.628 -7.762 -3.153 0.4 -1.3 0.2
C 0.576 -7.646 -3.943 0.3 -0.2 0.0
H -2.884 -11.573 -4.004 0.0 0.0 -0.1
H -1.911 -10.826 -2.724 0.0 0.0 0.0
H -3.627 -10.384 -2.909 0.0 0.1 0.0
H -3.408 -7.870 -6.462 0.0 -0.1 0.0
H -1.986 -8.935 -6.657 0.0 0.0 0.0
H -1.921 -7.253 -7.205 0.0 0.0 0.0
H 0.534 -6.763 -4.568 -0.2 0.0 0.0
H 0.717 -8.536 -4.558 0.0 0.0 0.0
H 1.414 -7.538 -3.263 -0.1 0.0 0.2
C -3.874 9.700 2.969 0.2 0.1 -0.1
O -4.691 8.735 2.275 -0.7 0.7 1.9
P -4.751 7.258 2.881 0.4 -3.1 -3.5
O -3.408 6.682 2.949 0.3 0.6 0.9
O -5.651 6.665 1.678 -0.2 0.2 0.2
C -5.847 7.263 0.404 0.1 -0.2 -0.1
O -5.638 6.618 4.027 -0.1 1.5 0.7
C -7.063 6.494 3.933 -0.1 0.0 0.2
H -3.997 10.649 2.455 -0.1 0.0 0.0
H -4.191 9.812 4.005 0.0 0.0 0.0
H -2.830 9.395 2.930 0.0 -0.1 0.0
H -4.922 7.249 -0.174 0.0 0.1 0.0
H -6.219 8.281 0.493 0.1 0.0 0.0
H -6.593 6.661 -0.112 0.0 0.0 0.0
H -7.317 5.700 3.237 0.1 0.0 -0.1
H -7.531 7.427 3.623 0.0 0.0 0.0
H -7.420 6.227 4.925 0.1 0.1 0.0
C 5.176 -1.969 3.883 -0.1 0.2 -0.1
O 5.530 -3.015 2.961 0.1 -0.5 1.9
P 7.065 -3.391 2.802 1.1 -0.1 -4.0
O 7.856 -2.219 2.422 0.0 0.3 0.9
O 6.867 -4.470 1.639 -0.1 -0.1 0.3
C 5.691 -4.595 0.824 0.0 -0.1 -0.2
O 7.959 -4.308 3.746 -0.9 0.2 1.1
C 7.744 -5.720 3.845 0.1 -0.1 0.2
H 4.091 -1.902 3.885 0.0 -0.1 -0.1
H 5.526 -2.198 4.890 0.0 0.0 0.0
H 5.597 -1.024 3.546 0.1 0.0 0.0
H 5.560 -3.734 0.172 0.0 0.1 0.1
H 4.810 -4.736 1.444 0.0 0.1 0.0
H 5.825 -5.482 0.209 0.1 0.0 0.0
H 8.099 -6.212 2.943 -0.1 0.0 -0.1
H 6.694 -5.960 4.009 0.0 0.0 0.0
H 8.328 -6.069 4.695 0.0 0.1 0.0
```
Forces are in eV/Å.

Maximum force: 6.64 eV/Å
Total charge: -1

4.
Entry from the OMol25 dataset: C5H14NO2 as an isolated structure (the ωB97M-V functional and the def2-TZVPD basis).

XYZ file:
```
22
Properties=species:S:1:pos:R:3:forces:R:3
C -0.708 -0.619 2.435 1.3 -0.5 1.1
C -0.826 0.389 3.567 -0.1 3.3 -2.4
C 0.345 -0.010 1.556 2.4 1.4 -1.7
N -0.152 0.139 0.192 -1.1 1.6 -0.9
C -0.005 -0.991 -0.710 -0.3 0.0 -2.3
C -0.661 -0.786 -2.157 0.0 1.6 0.4
O -0.227 0.355 -2.891 0.1 -1.2 1.2
H -1.590 -0.808 1.785 0.3 0.5 0.9
H -0.433 -1.610 2.954 -0.1 1.2 -1.1
H 0.065 0.937 3.988 -0.5 -1.6 -0.4
H -1.424 -0.067 4.214 -2.2 -1.5 3.9
H -1.431 1.277 3.231 0.4 -0.7 -0.1
H 0.844 0.987 1.957 -1.9 -1.4 -0.8
H 1.287 -0.552 1.586 0.2 -1.0 -0.3
H 0.106 1.016 -0.363 -0.1 -1.9 1.4
H 1.032 -1.012 -0.938 1.4 -1.1 0.0
H -0.488 -1.979 -0.509 0.6 0.7 1.1
H -1.731 -0.620 -1.790 0.5 -0.5 -1.2
H -0.501 -1.769 -2.774 -0.5 1.3 1.2
H 1.778 2.012 -1.588 -0.8 3.5 1.5
H 0.909 0.808 -2.467 0.3 0.0 0.4
O 1.949 1.208 -1.956 -0.1 -3.8 -2.0
```
Forces are in eV/Å.

Relative energy (zero: lowest compared OMol25 entry of this formula, charge and spin): 233.0 kJ/mol
Maximum force: 4.72 eV/Å
Total charge: -1

| no. | LUMO (eV) |
| --- | --- |
| 1 | -0.089 |
| 2 | -2.224 |
| 3 | 1.479 |
| 4 | 3.547 |